1.
# C22H31N2O3

The ion C22H31N2O3 with charge +1 (ωB97M-V/def2-TZVPD, the OMol25 dataset).

Summary:
E_HOMO = -11.4 eV
Energy above the lowest of the compared OMol25 structures with the same formula, charge and spin = 0.0319 eV
SMILES = CCC[NH+](CCC)C[C@H](O)COc1ccccc1C(=O)Nc1ccccc1
Total charge = +1
Gap between HOMO and LUMO = 9.011 eV

Each line ends with the Löwdin charge.
Atoms and positions in Å:
C -1.97429 -2.65610 -2.39433  -0.0842
H -2.75553 -2.19445 -2.99210  0.0811
H -2.37372 -2.81473 -1.39793  0.0568
H -1.74777 -3.62357 -2.83677  0.0822
C -0.73765 -1.76343 -2.40290  -0.2084
C 0.50775 -2.37570 -1.75691  -0.1184
N 0.71878 -2.03988 -0.31944  -0.0840
C 2.03881 -2.57605 0.09641  -0.0562
H 1.91136 -3.64690 0.27173  0.1470
H 2.75084 -2.45013 -0.72066  0.1357
C 2.67430 -1.93065 1.35877  -0.3074
O 1.75443 -1.70694 2.38565  0.0024
H 1.35064 -0.83807 2.25798  0.1039
H 3.40475 -2.65031 1.74732  0.1646
C 3.41778 -0.63546 1.00443  -0.1263
H 3.90628 -0.24024 1.90374  0.1492
H 4.17797 -0.82472 0.23769  0.1421
O 2.42631 0.25584 0.53828  -0.0570
C 2.77757 1.50926 0.12266  -0.1830
C 4.07724 1.99444 0.10844  0.0027
C 4.32938 3.28150 -0.33568  -0.0488
C 3.29509 4.09359 -0.76778  -0.0630
C 1.99647 3.62147 -0.73928  -0.0176
C 1.71746 2.33451 -0.28916  -0.0566
C 0.33259 1.80024 -0.26341  -0.3543
O 0.07788 0.61727 -0.49117  0.0169
N -0.61248 2.70592 0.05676  0.1545
C -1.99704 2.47795 0.19105  -0.2180
C -2.66911 1.55859 -0.60394  -0.0276
C -4.02666 1.35949 -0.42573  -0.0699
C -4.72129 2.07994 0.53047  -0.0785
C -4.05531 3.01609 1.30512  -0.0709
C -2.69830 3.21755 1.13842  -0.0196
H -2.17840 3.94785 1.74182  0.1152
H -4.59366 3.59235 2.04135  0.1100
H -5.77986 1.92243 0.66437  0.1074
H -4.54511 0.64493 -1.04673  0.1085
H -2.13560 1.02197 -1.37059  0.0997
H -0.29616 3.61454 0.36746  0.1479
H 1.19424 4.24725 -1.10183  0.1214
H 3.49932 5.08979 -1.12537  0.1122
H 5.34454 3.64561 -0.34699  0.1163
H 4.89851 1.37901 0.43813  0.1123
C -0.36092 -2.56323 0.57358  -0.1251
C -1.41443 -1.52697 0.95085  -0.2326
C -2.42174 -2.13608 1.91914  -0.0723
H -2.92988 -2.98458 1.46754  0.0799
H -3.16990 -1.39703 2.18995  0.0795
H -1.92921 -2.47459 2.82709  0.0821
H -1.93827 -1.15661 0.07278  0.0847
H -0.93318 -0.67177 1.42641  0.1084
H 0.10144 -2.91505 1.49712  0.1241
H -0.82418 -3.41919 0.08077  0.1342
H 0.70041 -0.98716 -0.26592  0.1274
H 0.48742 -3.46473 -1.85119  0.1410
H 1.38249 -2.00205 -2.29261  0.1337
H -0.48840 -1.55764 -3.44507  0.1211
H -0.94404 -0.80535 -1.92983  0.0738

***

2.
# C11H21N2O2

A cluster of 2 separate species, C11H21N2O2 in total (ωB97M-V/def2-TZVPD, the OMol25 dataset).

Summary:
E_HOMO = -12.7 eV
Energy above the lowest of the compared OMol25 structures with the same formula, charge and spin = 2.5768 eV
Total charge = +1
Gap between HOMO and LUMO = 9.729 eV

Each line ends with the Löwdin charge.
Atoms and positions in Å:
C -0.18489 0.18241 -0.90511  0.0647
C 3.01348 0.66501 1.14374  0.0812
C -1.32998 -0.67928 0.91962  -0.2412
C -1.38790 0.89031 1.00681  -0.2670
C 3.75881 -0.55914 0.91964  -0.3804
C -0.62048 -1.38728 2.13655  -0.0162
C -2.76334 1.36686 0.73168  -0.0260
C 0.62548 -2.65581 -1.75881  -0.0435
C -0.78021 3.07320 -1.73291  -0.0622
C -0.55657 -2.33379 -0.85326  -0.1608
C -0.12298 2.58774 -0.38149  -0.1628
N -0.59601 -0.94829 -0.30639  -0.0374
N -0.57082 1.23337 -0.13324  -0.0707
O 4.25890 0.66492 1.32483  0.1147
O 3.99051 -0.93138 -0.45297  0.0011
H 0.44412 0.24879 -1.71280  0.1476
H -2.30110 -1.11347 0.86617  0.1369
H -0.98112 1.27654 1.95651  0.1704
H 3.91393 -1.47444 1.49900  0.1549
H -1.21172 -1.17604 3.13183  0.1267
H 0.34662 -0.93895 2.29168  0.0597
H -0.62507 -2.50633 2.06839  0.0835
H -3.46698 1.04997 1.45888  0.0848
H -3.08636 1.21259 -0.29152  0.1031
H -2.69089 2.47781 0.86015  0.1053
H 1.64771 -2.53730 -1.22029  0.1234
H 0.56110 -3.71184 -1.90170  0.0753
H 0.51912 -2.31528 -2.68761  0.0282
H -0.81161 2.17026 -2.46052  0.0851
H -1.84048 3.52784 -1.73714  0.0974
H -0.07326 3.84800 -2.20594  0.0945
H -1.63863 -2.56756 -1.20183  0.1629
H -0.61555 -2.90925 0.06396  0.0932
H -0.49958 3.14430 0.42595  0.1056
H 0.93009 2.60438 -0.45915  0.0996
H 4.74564 -1.47888 -0.40274  0.0682

***

3.
# C5H6O4

The molecule C5H6O4 (ωB97M-V/def2-TZVPD, the OMol25 dataset).

Summary:
E_HOMO = -9.8 eV
Energy above the lowest of the compared OMol25 structures with the same formula, charge and spin = 2.6417 eV
SMILES = O=C1O[C@@H]2CO[C@H]1[C@H]2O
Gap between HOMO and LUMO = 10.226 eV

Each line ends with the Löwdin charge.
Atoms and positions in Å:
C 0.93715 0.33285 -0.27761  -0.3261
C 0.19393 -1.00622 -0.38683  -0.1895
C -0.41808 -0.90260 0.94427  -0.2230
C -0.39827 1.06977 -0.13924  -0.0824
C -1.06600 0.45462 -1.33086  -0.4784
H 1.51890 1.01845 1.68768  0.2428
H 1.52906 0.64503 -1.17710  0.1862
H 0.81957 -1.97414 -0.51441  0.2038
H 0.26645 -1.07185 1.77222  0.1316
H -1.21927 -1.72373 1.00662  0.1652
H -0.42025 2.07763 -0.00705  0.1415
O 1.77846 0.40456 0.78827  -0.0449
O -0.95582 0.35218 1.05482  -0.0301
O -1.82422 1.14056 -1.93033  0.1686
O -0.74160 -0.81709 -1.49047  0.1345

***

4.
# C7H28O7

A cluster of 8 separate species, C7H28O7 in total (ωB97M-V/def2-TZVPD, the OMol25 dataset).

Summary:
E_HOMO = -9.2 eV
Energy above the lowest of the compared OMol25 structures with the same formula, charge and spin = 3.6403 eV
SMILES = C=C(C)CCCC.O.O.O.O.O.O.O
Gap between HOMO and LUMO = 9.309 eV

Each line ends with the Löwdin charge.
Atoms and positions in Å:
C 2.56741 -1.65847 0.10150  -0.0870
C 2.09915 -0.64209 -1.06290  -0.2161
C 1.74808 0.82760 -0.52600  -0.1511
C 0.50962 0.97062 0.52653  -0.1766
C 0.02928 3.43113 -0.01199  0.0521
C -0.19591 2.19139 0.58314  -0.3826
C -1.61348 2.14773 1.23507  -0.0700
H 3.58315 -2.05080 -0.18620  0.0732
H 2.74183 -1.09624 1.04440  0.0631
H 1.86835 -2.48402 0.28590  0.0571
H 3.05733 -0.56188 -1.62053  0.1027
H 1.32166 -1.05955 -1.64816  0.0456
H 2.72024 1.02877 0.01873  0.1133
H 1.66583 1.41554 -1.40097  0.0391
H 0.97504 0.80970 1.59715  0.1559
H -0.13451 0.04663 0.40657  0.1071
H -0.67174 4.20746 0.06527  0.0418
H 0.96333 3.55088 -0.48753  0.0333
H -1.96675 3.09723 1.65645  0.0644
H -1.96247 1.38670 1.90571  0.0417
H -2.37570 1.99480 0.28956  0.1322
H 2.46661 2.94165 2.13651  -0.0837
H 2.80444 4.34389 1.61974  0.0546
O 2.91960 3.39770 1.58983  0.0372
H -1.09156 -3.91317 1.24724  -0.0842
H -0.51073 -3.56786 2.60003  0.0546
O -0.72927 -4.28678 1.94069  -0.0174
H -2.28534 -1.49910 3.12708  0.0160
H -1.04378 -1.04441 2.43935  -0.0164
O -1.35128 -1.56199 3.14210  -0.0149
H 1.26655 1.19240 -4.46880  0.1175
H 0.89602 1.45693 -2.89661  0.0475
O 0.79516 0.82526 -3.64737  -0.0824
H -1.47357 -0.39379 -3.58760  0.0304
H -0.03542 -0.69824 -3.28027  0.0194
O -0.90157 -1.13819 -3.51762  -0.0762
H -2.61286 -1.79681 0.53567  -0.0728
H -3.98246 -2.43132 1.12168  0.1232
O -3.39192 -1.58539 0.96856  -0.0815
H -1.86240 -0.51359 -1.02857  0.0369
H -0.95172 -1.65023 -1.77082  0.0327
O -1.62002 -1.44049 -1.07533  -0.0798

***

5.
# C6H15NO

A cluster of 2 separate species, C6H15NO in total (ωB97M-V/def2-TZVPD, the OMol25 dataset).

Summary:
E_HOMO = -7.6 eV
Energy above the lowest of the compared OMol25 structures with the same formula, charge and spin = 1.1901 eV
SMILES = CC/C(C)=C(/C)N.O
Gap between HOMO and LUMO = 8.476 eV

Each line ends with the Löwdin charge.
Atoms and positions in Å:
C 2.19049 -1.33886 -0.36467  -0.0829
C 1.05403 -0.80280 0.52300  -0.2363
N -1.67248 -1.18749 -0.39966  0.0956
C -1.00834 0.01598 -0.61519  -0.3759
C 0.22868 0.25201 -0.17903  -0.3090
C 0.87817 1.60273 -0.37176  -0.0699
C -1.85233 1.07397 -1.27277  -0.0344
H 2.35506 -0.68527 -1.22071  0.0727
H 1.90358 -2.31520 -0.75184  0.0646
H 3.08243 -1.52042 0.22434  0.0653
H 0.44362 -1.57152 0.98701  0.0892
H 1.48983 -0.31186 1.39672  0.0997
H -1.14009 -2.01989 -0.23706  0.0782
H -2.52495 -1.33667 -0.92200  0.0836
H 0.30437 2.43229 0.03774  0.0756
H 1.86588 1.61490 0.10345  0.0782
H 1.08863 1.80247 -1.42712  0.0775
H -1.23459 1.73890 -1.87798  0.0746
H -2.62965 0.66190 -1.91342  0.0721
H -2.38362 1.67329 -0.53739  0.0850
H -0.64165 0.47057 3.59749  0.0417
H -0.96164 0.06239 2.16312  0.0210
O -0.83543 -0.31144 3.05773  -0.0660

***

6.
# C19H22N3Ni

A structure of composition C19H22N3Ni (ωB97M-V/def2-TZVPD, the OMol25 dataset).

Summary:
E_HOMO = -11.3 eV
Total charge = +1
Gap between HOMO and LUMO = 7.987 eV

Each line ends with the Löwdin charge.
Atoms and positions in Å:
Ni 0.33711 0.20506 0.74687  0.4469
C 3.32637 -2.78773 0.62004  -0.0664
C 2.77398 -3.62115 -0.34066  -0.0655
C 1.51536 -3.33896 -0.84780  -0.0184
C 0.81842 -2.23166 -0.37866  -0.1805
C 1.35572 -1.37550 0.59925  -0.1092
C 2.62772 -1.67142 1.07344  -0.0993
C -0.53817 -1.87474 -0.81129  -0.1792
C -1.29147 -2.59360 -1.76571  0.0247
C -2.56459 -2.20428 -2.03999  0.0278
C -3.15664 -1.15538 -1.29376  -0.1436
C -4.51396 -0.79403 -1.44324  -0.0127
C -5.08133 0.13985 -0.62340  -0.0565
C -4.31282 0.72135 0.40362  -0.0514
C -2.98781 0.40973 0.55309  -0.0475
C -2.36496 -0.50527 -0.32487  -0.1869
N -1.03369 -0.81031 -0.18896  0.0791
H 4.31017 -3.00205 1.01747  0.1103
H 3.32011 -4.48528 -0.69294  0.1109
H 1.08958 -3.99076 -1.59960  0.1085
H 3.12607 -1.04844 1.80915  0.0822
H -0.84399 -3.43310 -2.27524  0.1136
H -3.15329 -2.71641 -2.79094  0.1302
H -5.10020 -1.29100 -2.20596  0.1233
H -6.12275 0.40720 -0.73431  0.1137
H -4.78200 1.40479 1.09905  0.1145
H -2.42733 0.80118 1.39239  0.1033
N 1.54885 1.00582 2.07290  -0.0114
C 2.71683 1.86814 1.75844  -0.2079
C 2.35949 3.00505 0.81828  -0.1806
C 1.89259 2.52399 -0.56172  -0.1870
C 0.40733 2.72669 -0.80303  -0.2072
N -0.42383 2.04220 0.22920  -0.0064
H 0.92824 1.52117 2.69494  0.1150
H 1.86587 0.21031 2.61913  0.0869
H 3.46694 1.23106 1.28816  0.1186
H 3.13877 2.25324 2.68818  0.1254
H 3.24189 3.63724 0.72122  0.1205
H 1.59757 3.63934 1.28670  0.1142
H 2.12665 1.46040 -0.67881  0.1058
H 2.43645 3.04390 -1.35068  0.1208
H 0.12882 2.31119 -1.77109  0.1239
H 0.16579 3.79165 -0.82288  0.1238
H -1.35056 1.90226 -0.16172  0.0711
H -0.57327 2.66824 1.01574  0.1027

***

In the order shown, the computed E values come out to -1191.96008, -691.32338, -495.00764, -810.03731, -367.58756, -2409.62860 hartree.
In the order shown, the computed strongest force on any atom values come out to 0.9, 6.5, 5.4, 9.7, 1.0, 0.2 eV/Å.
In the order shown, the computed lowest unoccupied orbital energy values come out to -2.35, -2.98, 0.39, 0.15, 0.86, -3.30 eV.